The following is a quantum chemistry calculation of C26H29BCdF6N10O9S3 as an isolated structure at a distorted geometry, from the OMol25 dataset.

Structure (ORCA input):
```
! RIJCOSX wB97M-V def2-TZVPD def2/J DEFGRID3
* xyz -2 1
Cd 0.822 -0.364 0.259
C 1.206 -4.084 0.958
C -0.190 -3.548 0.937
C -1.379 -4.292 1.028
C -2.401 -3.368 0.949
C -3.878 -3.607 0.989
N -1.841 -2.151 0.840
N -0.481 -2.255 0.835
B -2.578 -0.808 0.630
N -2.275 -0.210 -0.765
N -1.060 0.316 -1.103
C -1.203 0.854 -2.308
C -0.103 1.546 -3.046
C -2.525 0.688 -2.757
C -3.168 0.004 -1.751
C -4.591 -0.457 -1.701
N -2.230 0.214 1.728
N -0.967 0.696 1.884
C -1.020 1.568 2.880
C 0.177 2.312 3.387
C -2.342 1.661 3.373
C -3.076 0.780 2.610
C -4.535 0.456 2.689
H 1.184 -5.157 0.761
H 1.677 -3.924 1.930
H 1.834 -3.597 0.214
H -1.476 -5.365 1.114
H -4.057 -4.670 1.151
H -4.364 -3.316 0.056
H -4.357 -3.049 1.795
H -3.760 -1.030 0.690
H 0.790 1.632 -2.435
H -0.431 2.548 -3.335
H 0.156 0.997 -3.955
H -2.939 0.998 -3.706
H -5.083 -0.182 -2.634
H -5.139 -0.005 -0.871
H -4.657 -1.542 -1.585
H 1.034 2.155 2.742
H 0.465 1.944 4.375
H -0.050 3.379 3.472
H -2.701 2.280 4.184
H -4.984 1.039 3.493
H -4.706 -0.604 2.895
H -5.056 0.694 1.757
O 5.423 -2.243 4.185
C 4.666 -1.775 3.366
C 3.727 -0.614 3.580
O 3.648 0.078 4.583
C 2.952 -0.510 2.349
C 3.368 -1.480 1.395
O 2.814 -1.585 0.264
C 4.487 -2.263 1.942
O 5.148 -3.123 1.394
O 2.016 0.304 2.088
F 5.002 1.351 -3.735
C 3.881 0.806 -4.215
F 4.139 0.303 -5.425
F 2.961 1.767 -4.332
S 3.343 -0.489 -3.051
O 2.965 0.236 -1.860
O 4.436 -1.412 -2.981
N 2.101 -1.001 -3.908
S 1.031 -2.023 -3.354
O 0.861 -1.971 -1.923
O -0.122 -1.982 -4.202
C 1.746 -3.693 -3.657
F 0.751 -4.592 -3.666
F 2.357 -3.730 -4.848
F 2.613 -4.027 -2.714
C -1.170 5.895 -0.407
C -0.574 5.319 0.881
C 0.414 4.227 0.593
N 0.086 3.098 0.082
N 1.147 2.232 -0.057
C 2.281 2.742 0.320
N 3.481 2.108 0.196
S 2.125 4.369 0.913
H -1.971 6.603 -0.182
H -1.580 5.086 -1.013
H -0.407 6.409 -0.995
H -1.368 4.894 1.498
H -0.087 6.105 1.462
H 3.419 1.159 -0.153
H 4.147 2.245 0.934
*
```

Calculated values
- HOMO level (eV) = -1.651
- maximum force (eV/Å) = 1.152
- relative energy (zero: lowest compared OMol25 entry of this formula, charge and spin) (kcal per mole) = 15.4